No. 1
Computed, not measured: 2 unconnected molecules or ions with the total composition CNO6S in a non-equilibrium geometry, with wB97M-V/def2-TZVPD.

Last column: Löwdin charge in e.
Geometry (Å):
C 2.18 -0.42 -0.01  -0.55
N -2.47 -1.07 0.32  -0.23
O 2.46 -1.10 0.89  0.16
O 2.16 -0.01 -1.08  0.16
O -2.27 -1.51 -0.80  -0.10
O -1.91 0.06 0.69  -0.37
O -0.48 1.66 -1.13  -0.46
O 0.78 0.90 0.82  -0.47
S -0.47 1.50 0.30  0.86

The charge is -1. For the energy, the calculation gives -942.5021 Ha. As for the HOMO energy: -4.74 eV. The value obtained for the relative energy (zero: lowest compared OMol25 entry of this formula, charge and spin) is 10.1 kcal per mole. As for the LUMO energy: 0.132 Ha.

***

No. 2
Computed, not measured: 2 unconnected molecules or ions with the total composition CH6NO3P in a non-equilibrium geometry, with wB97M-V/def2-TZVPD.

Last column: Löwdin charge in e.
Geometry (Å):
C -1.24 0.41 -0.14  -0.18
N 2.49 -1.19 0.58  -0.17
O 1.82 1.44 0.46  -0.29
O 1.90 0.12 -1.68  -0.10
O -0.64 -0.54 0.68  -0.13
P 2.01 0.10 -0.11  0.49
H -1.85 -0.29 -0.77  0.11
H -0.49 1.06 -0.64  0.06
H -1.89 1.12 0.25  0.06
H 2.22 -1.00 1.58  0.02
H -0.44 -0.11 1.50  0.07
H 2.26 -0.55 -2.22  0.06

For the energy, the calculation gives -663.5288 Ha. As for the HOMO energy: -10.25 eV. The value obtained for the relative energy (zero: lowest compared OMol25 entry of this formula, charge and spin) is 22.3 kcal per mole. As for the LUMO energy: 0.007 Ha.

***

No. 3
Computed, not measured: 10 unconnected molecules or ions with the total composition C42H84F8N14O16S8 in a non-equilibrium geometry, with wB97M-V/def2-TZVPD.

Last column: Löwdin charge in e.
Geometry (Å):
C 5.92 14.22 3.19  -0.10
C 4.47 13.97 2.78  -0.26
C 4.06 12.52 2.79  -0.18
C 4.51 11.82 1.49  -0.12
N 4.09 10.36 1.31  -0.23
C 2.66 10.29 1.00  -0.11
C 2.47 8.97 0.20  -0.14
C 3.85 8.58 -0.36  -0.13
C 4.76 9.76 0.04  -0.07
C 4.49 9.50 2.56  0.06
H 6.01 13.85 4.22  0.08
H 6.25 15.25 3.07  0.08
H 6.67 13.77 2.53  0.07
H 4.11 14.51 1.91  0.11
H 4.00 14.52 3.60  0.11
H 2.97 12.47 2.82  0.12
H 4.46 12.01 3.66  0.12
H 5.60 11.90 1.50  0.13
H 4.22 12.35 0.58  0.14
H 2.02 10.20 1.88  0.14
H 2.30 11.12 0.38  0.14
H 1.95 8.21 0.80  0.12
H 1.76 8.99 -0.63  0.11
H 4.29 7.67 0.05  0.11
H 3.76 8.42 -1.44  0.12
H 5.75 9.41 0.33  0.13
H 4.87 10.56 -0.68  0.14
H 3.90 9.67 3.46  0.11
H 5.54 9.61 2.81  0.11
H 4.39 8.47 2.23  0.10
C -5.73 9.49 -8.28  -0.13
C -6.86 8.80 -7.64  -0.27
C -7.83 9.76 -6.92  -0.19
C -8.97 9.14 -6.05  -0.06
N -9.61 10.17 -5.01  -0.24
C -8.59 10.66 -3.90  -0.05
C -9.34 10.49 -2.57  -0.13
C -10.80 10.26 -2.91  -0.15
C -10.74 9.55 -4.22  -0.11
C -10.09 11.37 -5.79  0.00
H -5.00 9.85 -7.57  0.08
H -6.02 10.42 -8.76  0.08
H -5.20 8.82 -8.96  0.09
H -6.38 8.17 -6.89  0.12
H -7.37 8.15 -8.35  0.12
H -8.39 10.32 -7.67  0.11
H -7.28 10.51 -6.35  0.11
H -8.53 8.39 -5.40  0.12
H -9.77 8.65 -6.61  0.14
H -8.25 11.66 -4.16  0.12
H -7.77 9.98 -4.13  0.12
H -9.27 11.41 -1.99  0.12
H -8.86 9.69 -2.01  0.13
H -11.40 11.17 -3.02  0.12
H -11.22 9.61 -2.14  0.14
H -11.68 9.68 -4.77  0.14
H -10.45 8.51 -4.04  0.14
H -10.86 11.13 -6.52  0.12
H -9.22 11.88 -6.20  0.10
H -10.65 12.06 -5.16  0.11
C 3.13 13.50 -14.29  -0.07
C 3.52 14.57 -13.27  -0.15
N 2.33 15.10 -12.54  -0.03
C 2.24 16.26 -11.69  0.04
C 0.95 16.32 -11.20  0.01
N 0.31 15.10 -11.47  -0.10
C 1.14 14.42 -12.36  0.04
C -1.04 14.89 -11.14  -0.03
H 2.29 13.78 -14.93  0.09
H 2.91 12.52 -13.87  0.08
H 4.05 13.43 -14.87  0.09
H 3.95 15.46 -13.74  0.13
H 4.20 14.27 -12.47  0.14
H 3.07 16.93 -11.51  0.14
H 0.45 17.10 -10.64  0.14
H 0.96 13.42 -12.74  0.15
H -1.53 15.85 -11.00  0.11
H -1.14 14.53 -10.11  0.11
H -1.59 14.28 -11.86  0.11
C -1.08 18.11 2.73  -0.05
C -2.03 17.60 1.59  -0.17
N -1.83 18.33 0.35  -0.06
C -2.58 19.47 -0.01  0.05
C -2.23 19.80 -1.37  0.04
N -1.26 18.88 -1.79  -0.11
C -0.99 18.03 -0.72  0.04
C -0.57 18.83 -3.06  0.01
H -1.25 19.15 3.00  0.08
H -0.04 17.96 2.44  0.08
H -1.29 17.58 3.65  0.09
H -3.07 17.66 1.90  0.13
H -1.79 16.54 1.53  0.12
H -3.18 19.98 0.73  0.14
H -2.43 20.65 -2.01  0.13
H -0.31 17.19 -0.77  0.16
H -0.91 17.99 -3.67  0.10
H 0.48 18.60 -2.89  0.11
H -0.60 19.77 -3.61  0.11
C -8.31 16.57 -3.22  -0.06
C -6.96 16.86 -3.80  -0.18
N -6.03 15.79 -3.48  -0.05
C -5.32 15.04 -4.39  -0.02
C -4.55 14.04 -3.81  0.02
N -4.74 14.28 -2.44  -0.10
C -5.59 15.39 -2.23  0.09
C -4.15 13.50 -1.38  0.00
H -8.74 15.68 -3.69  0.07
H -9.12 17.26 -3.44  0.10
H -8.24 16.41 -2.14  0.09
H -6.58 17.77 -3.33  0.14
H -6.92 17.08 -4.86  0.14
H -5.55 15.16 -5.44  0.13
H -3.94 13.25 -4.22  0.14
H -6.07 15.70 -1.31  0.17
H -4.50 12.47 -1.52  0.11
H -4.38 13.85 -0.37  0.11
H -3.07 13.59 -1.41  0.11
C -14.40 20.70 -14.57  -0.06
C -13.19 21.27 -13.82  -0.16
N -12.84 20.55 -12.60  -0.05
C -13.28 19.32 -12.15  0.01
C -12.72 19.08 -10.89  0.00
N -11.88 20.12 -10.59  -0.10
C -12.01 21.01 -11.63  0.03
C -11.11 20.26 -9.38  0.01
H -15.23 20.86 -13.88  0.09
H -14.38 19.65 -14.88  0.08
H -14.45 21.35 -15.44  0.09
H -13.33 22.32 -13.56  0.14
H -12.32 21.12 -14.45  0.13
H -14.05 18.79 -12.69  0.13
H -12.81 18.18 -10.30  0.14
H -11.51 21.97 -11.67  0.17
H -10.38 21.06 -9.44  0.11
H -10.67 19.28 -9.19  0.11
H -11.76 20.61 -8.58  0.11
N 2.31 14.14 -3.80  -0.28
S 3.62 14.71 -3.96  0.38
O 3.78 15.55 -5.19  -0.32
O 4.80 14.01 -3.43  -0.31
F 3.45 15.87 -2.86  -0.23
S 2.55 12.94 -4.96  0.56
O 3.59 11.95 -4.85  -0.27
O 2.11 13.39 -6.27  -0.30
F 1.33 12.01 -4.49  -0.23
N -2.74 20.92 -9.07  -0.28
S -4.03 21.46 -8.56  0.37
O -4.77 22.28 -9.44  -0.28
O -4.28 21.46 -7.13  -0.31
F -4.79 20.06 -8.93  -0.28
S -1.81 22.32 -8.76  0.57
O -1.95 22.90 -7.42  -0.30
O -1.70 23.27 -9.81  -0.27
F -0.30 21.69 -8.71  -0.23
N -3.51 9.61 6.14  -0.24
S -4.07 9.39 4.52  0.56
O -3.32 8.38 3.77  -0.32
O -4.73 10.44 3.84  -0.30
F -5.40 8.57 4.93  -0.22
S -2.93 10.94 5.84  0.40
O -3.91 12.05 5.88  -0.33
O -1.70 10.98 5.02  -0.34
F -2.27 11.11 7.27  -0.21
N -7.81 18.75 1.63  -0.30
S -8.72 17.88 2.69  0.56
O -9.93 17.26 2.21  -0.30
O -8.75 18.33 4.11  -0.30
F -7.73 16.55 2.75  -0.26
S -8.77 19.94 1.64  0.46
O -8.69 20.93 2.68  -0.27
O -10.06 19.80 0.94  -0.32
F -7.89 20.61 0.39  -0.29

The charge is +2. For the energy, the calculation gives -7604.5031 Ha. As for the HOMO energy: -10.18 eV. The value obtained for the relative energy (zero: lowest compared OMol25 entry of this formula, charge and spin) is 0.0 kcal per mole. As for the LUMO energy: -0.175 Ha.

***

No. 4
Computed, not measured: a molecular structure, C5H10O in a non-equilibrium geometry, with wB97M-V/def2-TZVPD.

Last column: Löwdin charge in e.
Geometry (Å):
C 2.06 0.16 0.38  -0.02
C 0.55 0.27 0.16  -0.43
C 0.00 -0.48 -1.07  -0.21
C -1.48 -0.38 -0.80  -0.04
C -1.36 0.44 0.98  -0.15
O -0.16 -0.21 1.29  -0.14
H 2.40 0.85 1.16  0.07
H 2.62 0.36 -0.54  0.08
H 2.35 -0.86 0.71  0.09
H -0.19 1.19 0.03  0.15
H 0.35 0.03 -1.98  0.12
H 0.37 -1.50 -1.08  0.11
H -1.91 -1.33 -0.45  0.08
H -2.08 0.01 -1.64  0.08
H -2.25 0.00 1.35  0.07
H -1.27 1.45 1.49  0.13

For the energy, the calculation gives -271.6183 Ha. As for the HOMO energy: -9.41 eV. The value obtained for the relative energy (zero: lowest compared OMol25 entry of this formula, charge and spin) is 84.3 kcal per mole. As for the LUMO energy: 0.043 Ha.

***

No. 5
Computed, not measured: C15H16FNO3S in the gas phase, with wB97M-V/def2-TZVPD.

Last column: Löwdin charge in e.
Geometry (Å):
C -3.67 -2.51 0.80  -0.08
O -3.04 -1.96 -0.34  -0.07
C -1.70 -1.78 -0.33  -0.28
C -0.86 -2.09 0.74  -0.01
C 0.50 -1.87 0.62  -0.06
C 1.02 -1.34 -0.54  -0.28
S 2.79 -1.11 -0.69  0.64
O 3.43 -1.88 0.33  -0.28
O 3.16 -1.28 -2.06  -0.29
N 3.08 0.49 -0.35  -0.13
C 2.83 0.97 1.00  -0.23
C 2.01 2.26 1.03  -0.13
C 0.66 2.08 0.40  -0.24
C -0.38 1.51 1.13  -0.03
C -1.64 1.35 0.57  0.00
C -1.84 1.74 -0.74  -0.29
F -3.05 1.58 -1.29  0.06
C -0.82 2.29 -1.50  -0.01
C 0.42 2.46 -0.91  -0.04
C 0.20 -1.03 -1.61  -0.05
C -1.16 -1.26 -1.51  0.00
H -4.73 -2.56 0.56  0.10
H -3.53 -1.88 1.68  0.09
H -3.30 -3.52 1.01  0.10
H -1.26 -2.51 1.65  0.11
H 1.17 -2.14 1.42  0.11
H 2.79 1.11 -1.09  0.10
H 3.80 1.14 1.48  0.12
H 2.31 0.18 1.54  0.11
H 1.90 2.57 2.07  0.12
H 2.56 3.04 0.50  0.12
H -0.21 1.22 2.16  0.12
H -2.45 0.92 1.13  0.12
H -1.01 2.59 -2.52  0.12
H 1.22 2.92 -1.49  0.12
H 0.64 -0.65 -2.51  0.12
H -1.83 -1.04 -2.33  0.13

For the energy, the calculation gives -1359.7064 Ha. As for the HOMO energy: -8.80 eV. The value obtained for the relative energy (zero: lowest compared OMol25 entry of this formula, charge and spin) is 0.0 kcal per mole. As for the LUMO energy: 0.022 Ha.

***

No. 6
Computed, not measured: 7 unconnected molecules or ions with the total composition C14H24ClN7O2PS in a non-equilibrium geometry, with wB97M-V/def2-TZVPD.

Last column: Löwdin charge in e.
Geometry (Å):
N 0.29 -1.50 0.42  -0.17
P -0.56 -3.02 0.63  0.74
O -0.94 -3.70 -0.90  -0.34
S -2.51 -2.62 1.56  0.81
C -3.34 -1.44 0.39  -0.40
C -3.80 -2.08 -1.00  -0.74
O -4.11 -3.26 -1.18  0.01
Cl -3.91 -0.91 -2.42  0.61
H 0.09 -1.11 -0.51  0.05
H -0.02 -0.78 1.11  -0.02
H -0.23 -3.37 -1.50  0.07
H -3.24 -3.82 1.67  0.02
H -2.56 -0.63 0.13  0.09
H -4.21 -0.88 0.88  0.12
C -4.65 2.99 -4.53  -0.06
C -4.04 3.24 -3.18  -0.26
N -3.56 3.43 -2.12  0.10
H -3.88 2.67 -5.23  0.08
H -5.42 2.22 -4.45  0.08
H -5.11 3.91 -4.90  0.08
C -0.97 2.62 0.92  -0.05
C -0.64 1.52 1.88  -0.23
N -0.36 0.65 2.63  0.13
H -0.60 3.57 1.31  0.08
H -0.50 2.42 -0.04  0.06
H -2.05 2.69 0.79  0.08
C 3.28 0.82 1.54  -0.08
C 2.58 1.34 0.32  -0.26
N 2.03 1.75 -0.64  0.10
H 3.22 1.55 2.35  0.04
H 2.82 -0.12 1.86  0.07
H 4.33 0.64 1.31  0.03
C 6.87 0.10 -1.03  -0.06
C 6.14 -0.72 0.00  -0.24
N 5.57 -1.36 0.80  0.12
H 6.62 -0.25 -2.03  0.08
H 6.58 1.15 -0.94  0.08
H 7.94 0.01 -0.88  0.08
C 1.82 6.07 2.28  -0.06
C 2.76 4.92 2.52  -0.23
N 3.50 4.03 2.71  0.13
H 1.77 6.28 1.21  0.08
H 0.83 5.82 2.65  0.07
H 2.18 6.96 2.81  0.08
C -1.87 -7.14 -0.30  -0.06
C -1.27 -6.63 0.97  -0.26
N -0.79 -6.24 1.99  0.11
H -2.24 -6.30 -0.90  0.06
H -1.12 -7.68 -0.88  0.09
H -2.70 -7.81 -0.08  0.08

The charge is +1. For the energy, the calculation gives -2281.0281 Ha. As for the HOMO energy: -12.96 eV. As for the LUMO energy: -0.127 Ha.